Record 1
The following is a DFT calculation (wB97M-V/def2-TZVPD) of the molecule C4H7NO in a non-equilibrium geometry.

Each line ends with the Mulliken charge.
Atoms and positions in Å:
O1 -2.929 0.358 0.661  -0.48
C1 -1.912 -0.287 0.621  -0.01
C2 -0.543 0.326 0.714  -0.33
N1 0.390 -0.531 0.059  -0.28
C3 0.835 -0.296 -1.276  -0.25
C4 1.743 0.142 -0.197  -0.76
H1 -1.908 -1.395 0.503  0.36
H2 -0.257 0.389 1.780  0.29
H3 -0.539 1.348 0.312  0.31
H4 0.277 0.498 -1.770  0.26
H5 1.065 -1.156 -1.895  0.23
H6 1.994 -0.622 0.520  0.47
H7 1.783 1.227 -0.032  0.21

Values from the calculation:
Energy above the lowest of the compared OMol25 structures with the same formula, charge and spin   3.811 eV
E_HOMO   -9.517 eV
2S+1   1
E   -286.49161 Ha
Structure (SMILES)   O=CCN1CC1

---

Record 2
The following is a DFT calculation (wB97M-V/def2-TZVPD) of the molecule C21H34N2O4.

Each line ends with the Mulliken charge.
Atoms and positions in Å:
C1 -1.568 -0.827 -5.577  -1.13
C2 -0.410 -1.424 -4.777  -0.44
O1 0.486 -0.473 -4.249  -0.27
C3 1.136 0.328 -5.214  -0.53
C4 2.066 1.302 -4.496  -0.75
C5 1.291 2.386 -3.742  -0.89
N1 0.445 1.842 -2.708  -0.06
C6 -0.898 1.719 -2.881  0.22
O2 -1.492 2.229 -3.814  -0.67
C7 -1.601 0.951 -1.816  -0.45
C8 -2.810 0.353 -2.127  -1.43
C9 -3.497 -0.389 -1.179  -0.59
C10 -2.995 -0.527 0.103  1.01
O3 -3.585 -1.229 1.107  -0.44
C11 -4.820 -1.850 0.851  -0.97
C12 -1.774 0.107 0.443  0.39
O4 -1.395 -0.054 1.738  -0.46
C13 -0.171 0.493 2.201  -0.12
C14 1.032 -0.356 1.784  -0.10
C15 2.302 0.221 2.427  -1.28
N2 2.250 0.322 3.864  0.17
C16 2.730 -0.799 4.653  0.54
C17 1.695 -1.866 5.035  -1.42
C18 3.412 -0.266 5.919  -1.55
C19 1.079 1.039 4.311  -1.05
C20 -0.249 0.530 3.726  -0.44
C21 -1.094 0.828 -0.520  0.23
H1 -1.262 -0.577 -6.590  0.38
H2 -2.380 -1.546 -5.631  0.37
H3 -1.923 0.077 -5.088  0.25
H4 0.141 -2.148 -5.400  0.38
H5 -0.795 -1.942 -3.895  0.35
H6 1.714 -0.314 -5.899  0.46
H7 0.404 0.895 -5.803  0.31
H8 2.686 0.739 -3.794  0.32
H9 2.717 1.777 -5.230  0.39
H10 0.635 2.928 -4.428  0.43
H11 1.996 3.092 -3.289  0.32
H12 0.890 1.189 -2.084  0.23
H13 -3.214 0.470 -3.120  0.47
H14 -4.431 -0.853 -1.454  0.42
H15 -4.736 -2.607 0.064  0.37
H16 -5.105 -2.333 1.785  0.23
H17 -5.588 -1.121 0.573  0.38
H18 -0.049 1.522 1.828  0.20
H19 1.138 -0.371 0.698  0.38
H20 0.866 -1.381 2.117  0.16
H21 2.453 1.236 2.035  0.41
H22 3.169 -0.379 2.143  0.47
H23 3.502 -1.282 4.043  0.25
H24 2.193 -2.677 5.561  0.49
H25 1.212 -2.280 4.154  0.31
H26 0.935 -1.451 5.693  0.26
H27 3.954 -1.065 6.416  0.46
H28 2.683 0.137 6.617  0.31
H29 4.111 0.523 5.655  0.38
H30 1.205 2.087 4.009  0.39
H31 1.036 1.010 5.399  0.42
H32 -1.063 1.188 4.034  0.44
H33 -0.476 -0.474 4.080  0.18
H34 -0.180 1.339 -0.262  0.91

Values from the calculation:
Energy above the lowest of the compared OMol25 structures with the same formula, charge and spin   2.721 eV
E_HOMO   -8.052 eV
2S+1   1
E   -1231.05429 Ha
Structure (SMILES)   CCOCCCNC(=O)c1ccc(OC)c(OC2CCN(C(C)C)CC2)c1

---

Record 3
The following is a DFT calculation (wB97M-V/def2-TZVPD) of a structure of composition C13H28AlClIN3O2P2 in a non-equilibrium geometry.

Each line ends with the Mulliken charge.
Atoms and positions in Å:
C1 0.049 1.153 -2.790  -0.84
C2 -0.559 1.244 -1.454  0.64
H1 0.110 2.174 -3.199  0.40
H2 -0.560 0.521 -3.439  0.32
H3 1.066 0.746 -2.737  0.01
O1 -1.557 1.783 -1.046  -0.31
I1 0.289 -2.965 1.443  -0.26
Al1 -0.065 -0.927 -0.267  0.53
P1 2.466 -1.198 -0.505  0.58
C3 3.544 -0.478 0.779  -1.35
C4 3.167 -2.877 -0.693  -1.12
H4 4.241 -2.775 -0.901  0.48
H5 4.231 -0.622 -2.029  0.55
H6 2.673 -3.391 -1.524  0.35
H7 2.668 -0.786 -2.896  0.39
H8 3.167 -0.759 1.771  0.30
H9 3.014 -3.450 0.227  0.41
C5 3.158 -0.393 -1.996  -1.48
H10 4.557 -0.877 0.627  0.50
H11 3.020 0.694 -1.928  0.30
H12 3.552 0.616 0.670  0.31
P2 -2.577 -1.098 -0.540  0.89
C6 -3.623 0.000 0.479  -1.23
C7 -3.260 -0.762 -2.203  -1.16
H13 -2.765 -3.485 -0.851  0.35
H14 -4.312 -2.754 -0.305  0.49
H15 -2.975 -3.037 0.859  0.35
C8 -3.223 -2.759 -0.171  -1.24
H16 -2.729 -1.364 -2.950  0.36
H17 -4.327 -1.032 -2.196  0.49
H18 -4.677 -0.246 0.276  0.52
H19 -3.412 1.042 0.197  0.34
H20 -3.153 0.306 -2.441  0.34
H21 -3.370 -0.162 1.537  0.30
Cl1 -0.042 -2.082 -2.189  -0.29
C9 1.481 3.799 1.072  -0.81
N1 0.699 2.671 1.597  0.11
C10 0.210 2.661 2.884  -0.34
C11 -0.533 1.600 3.295  -1.00
C12 -0.704 0.503 2.431  1.02
N2 -0.089 0.487 1.218  0.35
C13 0.510 1.620 0.795  0.34
O2 0.891 1.709 -0.441  -0.55
N3 -1.567 -0.498 2.751  -0.21
H22 2.523 3.498 0.894  0.31
H23 1.447 4.594 1.815  0.34
H24 1.062 4.164 0.129  0.32
H25 0.428 3.553 3.471  0.44
H26 -0.983 1.563 4.279  0.44
H27 -1.913 -0.473 3.712  0.30
H28 -1.249 -1.449 2.482  -0.25

Values from the calculation:
Total charge   +2
E_HOMO   -14.509 eV
2S+1   1
E   -2509.54920 Ha

---

Record 4
The following is a DFT calculation (wB97M-V/def2-TZVPD) of the molecule C3H5P3 in a non-equilibrium geometry.

Each line ends with the Mulliken charge.
Atoms and positions in Å:
C1 1.895 2.163 0.146  -0.46
C2 2.240 0.947 -0.115  -0.09
C3 -1.574 -1.629 0.038  -1.00
P1 -1.867 1.741 -0.042  -0.06
P2 1.181 -0.628 -0.153  -0.02
P3 -0.766 0.058 0.018  0.21
H1 0.966 2.796 0.454  0.19
H2 3.257 0.877 -0.438  0.28
H3 -1.589 -2.228 0.969  0.33
H4 -1.061 -2.357 -0.742  0.27
H5 -2.682 -1.742 -0.136  0.34

Values from the calculation:
Energy above the lowest of the compared OMol25 structures with the same formula, charge and spin   4.556 eV
E_HOMO (alpha / beta)   -7.971 / -7.589 eV
2S+1   1
E   -1141.14715 Ha